The following is a quantum chemistry calculation of a 11-piece molecular cluster, C46H120N6O22 overall in a non-equilibrium geometry, from the OMol25 dataset.

Structure (XYZ):
```
194
Properties=species:S:1:pos:R:3:forces:R:3:mulliken_charge:R:1
C 0.386592 4.607883 2.897870 -0.593 0.133 0.120 -0.61
O -0.634209 3.695323 3.288928 -0.625 -0.582 0.121 -0.18
C -1.888486 4.287580 3.678928 0.835 -0.199 -1.019 -0.63
C -3.004642 3.243939 3.915398 -0.338 -0.495 0.006 -1.04
N -3.064932 2.178667 2.880031 1.047 0.791 -0.278 0.42
C -4.241398 1.344489 2.816592 -1.010 1.443 1.553 -1.61
C -4.238750 0.246915 1.826896 0.150 -0.502 -0.462 0.09
O -3.277481 -0.777486 2.117845 0.169 0.444 0.152 0.03
C -3.754345 -1.717512 3.086058 -0.750 0.923 -0.325 -0.57
H 0.523885 5.384314 3.650474 0.249 -0.074 0.387 0.38
H 0.140003 5.158446 1.990030 -0.218 -0.213 -0.354 0.29
H 1.299076 4.033566 2.737769 -0.076 0.046 0.133 0.00
H -2.223483 4.934188 2.867883 -0.070 0.114 -0.296 0.27
H -1.655102 4.953420 4.509764 -0.565 -0.165 0.516 0.45
H -3.969809 3.750317 3.903598 -0.018 0.422 -0.405 0.43
H -3.041377 2.834637 4.924957 0.696 -0.325 0.257 0.53
H -2.232925 1.607812 2.924596 0.158 0.039 0.070 0.06
H -5.100370 1.967303 2.566830 -0.046 0.320 -0.414 0.14
H -4.541975 1.060906 3.825219 0.126 -0.838 0.327 0.58
H -4.107497 0.640076 0.818783 0.844 0.027 -0.026 -0.73
H -5.260748 -0.120606 1.734394 -0.123 -0.637 0.445 0.70
H -4.127075 -1.159615 3.945079 -0.243 -0.139 0.158 0.31
H -2.979993 -2.380591 3.471809 0.124 -0.014 -0.599 -0.32
H -4.574167 -2.189051 2.544170 -0.089 -0.796 0.658 0.31
C 3.927358 -5.377311 1.743626 -0.143 -0.458 -0.921 -0.75
O 3.592475 -4.791263 0.494985 0.789 -0.672 0.605 -0.42
C 2.405742 -4.057876 0.522473 0.755 1.599 -1.551 -0.41
C 2.587879 -3.094708 -0.702489 -0.719 0.604 1.214 -0.18
N 3.627309 -2.044852 -0.412324 -1.663 -0.515 -0.700 0.11
C 4.011062 -1.186221 -1.565249 0.476 -1.206 1.608 0.10
C 5.130000 -0.267657 -1.074358 0.786 -0.079 -1.657 -0.13
O 6.260719 -0.848434 -0.392519 -0.998 -0.588 0.659 -0.33
C 7.001973 -1.880261 -1.037094 0.844 0.767 -0.519 -0.85
H 4.185437 -4.612513 2.476137 -0.229 -0.047 0.251 0.29
H 4.778551 -6.039694 1.586073 0.127 0.205 -0.046 0.28
H 3.099012 -6.030177 2.018793 -0.129 0.101 0.676 0.28
H 2.322496 -3.460093 1.430122 0.092 0.223 0.237 0.12
H 1.502235 -4.664818 0.464148 -0.057 -0.289 -0.287 0.36
H 1.614822 -2.633520 -0.871497 -0.047 0.486 0.148 -0.15
H 2.706216 -3.672776 -1.618974 0.713 -0.286 -0.083 0.36
H 4.443811 -2.491665 -0.020162 0.153 -0.041 -0.146 0.32
H 3.182791 -0.577501 -1.927929 -0.066 0.051 0.301 -0.28
H 4.313167 -1.811422 -2.405465 0.322 -0.036 -0.299 0.31
H 4.693486 0.566263 -0.524705 0.339 -0.402 0.752 -0.51
H 5.553213 0.206925 -1.959662 -0.001 0.204 -0.386 0.59
H 7.981355 -1.948569 -0.563560 -0.098 0.309 0.434 0.28
H 7.254126 -1.591476 -2.057449 -0.293 0.023 -0.355 0.35
H 6.662823 -2.916083 -1.049146 -0.999 0.141 0.196 0.28
C 10.937801 1.378848 4.731349 0.129 -2.050 -0.039 -0.76
O 9.625716 1.788596 4.936630 -1.457 1.027 -0.226 -0.34
C 8.859336 1.793643 3.715994 1.835 0.615 -1.063 -0.73
C 7.492114 2.417334 3.818248 -0.415 -0.861 2.339 -0.28
N 6.872353 2.890756 2.603759 0.560 -0.105 0.186 -0.36
C 5.400657 3.069570 2.635529 0.623 -0.427 -0.440 -0.60
C 4.618788 1.745463 2.587670 0.395 0.599 -0.294 0.14
O 3.246162 2.006022 2.609974 -0.650 0.310 -0.318 -0.22
C 2.468024 0.831167 2.523429 -0.748 0.653 0.737 -0.26
H 10.901111 0.309130 4.525288 0.081 -0.481 -0.553 0.32
H 11.512245 1.335596 5.656693 -0.114 1.025 0.069 0.30
H 11.460995 1.814773 3.880277 -0.003 0.609 0.190 0.30
H 8.797528 0.787747 3.300710 -0.075 -0.398 0.154 0.34
H 9.440023 2.349931 2.980167 0.242 0.284 -0.256 0.41
H 7.545697 3.166676 4.607997 -0.178 0.266 -0.121 0.30
H 6.975488 1.548287 4.225635 -0.978 0.175 0.519 0.14
H 7.164102 2.170845 1.958229 -0.583 0.157 -0.951 0.23
H 5.168710 3.644535 1.739029 -0.194 -0.077 -0.058 0.02
H 5.094961 3.711212 3.461936 0.209 -0.234 0.282 0.46
H 4.875170 1.069476 3.403399 0.236 -0.107 0.150 0.36
H 4.860534 1.278855 1.632719 0.276 -0.410 -0.086 -0.14
H 2.711549 0.214702 3.388742 0.164 -0.650 -0.232 0.43
H 2.467344 0.312285 1.564856 0.728 -0.175 -0.075 0.14
H 1.429096 1.125424 2.672243 -0.067 0.286 0.065 -0.20
C 0.030719 -1.504557 5.432570 -0.623 -0.956 -0.202 -0.56
O -0.413040 -2.836955 5.043097 1.098 0.570 -0.062 -0.44
C 0.459292 -3.439577 4.030188 -1.467 0.986 0.220 0.28
C 0.036436 -4.901274 3.884237 0.071 1.469 0.004 -1.10
N -1.386443 -4.989721 3.547910 -0.083 -0.378 0.787 0.28
C -1.886886 -6.335268 3.863873 -0.139 0.205 -0.840 -1.04
C -3.420677 -6.332265 3.787470 1.541 -0.276 0.086 -0.41
O -3.916383 -5.338112 4.684288 0.337 -1.382 -1.272 -0.35
C -5.293897 -5.207865 4.476146 -0.670 1.448 1.896 -0.76
H 0.757678 -1.550370 6.243460 0.139 -0.118 -0.036 0.34
H -0.843163 -0.958105 5.787279 -0.041 -0.136 0.028 0.30
H 0.448524 -0.941530 4.597988 0.090 -0.107 -0.212 0.00
H 1.506051 -3.267270 4.280598 0.123 -0.401 0.158 0.65
H 0.233087 -2.858174 3.136369 0.216 -0.152 -0.530 -0.45
H 0.297435 -5.322391 4.855131 -0.142 -0.657 0.055 0.36
H 0.597477 -5.365678 3.073275 0.232 -0.136 0.149 0.50
H -1.928604 -4.407393 4.170052 0.264 0.596 0.236 0.16
H -1.537175 -6.718478 4.822498 -0.036 0.213 0.401 0.50
H -1.420020 -6.972917 3.113189 -0.463 -0.489 -0.130 0.39
H -3.783670 -7.320433 4.070077 -0.214 -0.094 0.072 0.48
H -3.694113 -6.141860 2.749644 -0.312 0.262 -0.059 0.24
H -5.550392 -4.633823 3.585759 0.051 -0.153 -0.201 0.24
H -5.549396 -4.647892 5.375723 -0.612 0.586 -0.255 0.28
H -5.936279 -6.079814 4.599194 0.531 -0.688 -0.526 0.33
C 0.881039 -1.458987 -3.262047 0.742 0.463 1.488 -0.07
O 0.653169 -0.573207 -4.292688 -0.218 0.074 -0.898 -0.37
C 1.682657 0.385088 -4.474449 -0.885 0.092 -0.134 0.42
C 1.013454 1.413816 -5.316288 -0.404 0.541 -1.295 0.21
N 1.920098 2.482303 -5.660827 0.141 0.804 -1.218 -0.29
C 1.343902 3.657163 -6.435838 -0.095 -1.429 1.247 -0.32
C 0.933737 3.362102 -7.877755 2.321 0.253 0.691 -0.53
O 0.378889 4.569777 -8.355364 -0.127 -0.564 0.566 -0.31
C -0.059898 4.469963 -9.675147 -1.276 0.621 0.167 -0.75
H 1.811640 -1.998177 -3.439113 -0.150 -0.700 0.017 0.58
H 0.027605 -2.060336 -2.948799 -0.016 -0.326 -0.931 0.23
H 1.057455 -0.867648 -2.363548 0.243 0.198 0.489 -0.45
H 2.586075 0.043772 -4.979847 0.070 -0.574 0.107 0.24
H 1.950060 0.867473 -3.534292 0.164 -0.199 0.453 -0.53
H 0.073002 1.660737 -4.823653 -0.127 0.713 0.458 -0.41
H 0.652625 0.952979 -6.235810 0.213 -0.311 -0.191 0.28
H 2.437010 2.756608 -4.837624 -0.048 0.565 -0.107 0.23
H 2.043770 4.490887 -6.492229 0.005 -0.140 0.496 0.42
H 0.439488 3.918167 -5.886269 -0.203 0.694 -0.109 0.07
H 0.452503 2.384811 -7.915402 -1.253 0.390 -0.453 0.38
H 1.849891 3.226807 -8.452610 0.340 -0.360 -0.108 0.30
H -0.863037 3.733480 -9.649677 0.073 -0.370 -0.827 0.32
H 0.705566 4.313324 -10.435162 0.244 -0.469 0.168 0.28
H -0.533963 5.424222 -9.904830 0.026 0.071 -0.071 0.26
C -2.747960 -0.222162 -5.635651 -0.089 -0.689 -0.412 -0.63
O -3.746561 -0.122526 -4.657319 -0.854 0.209 -1.045 -0.54
C -3.254994 -0.002286 -3.376201 -0.186 1.491 1.038 1.57
C -4.463250 0.308918 -2.431591 0.120 -0.487 0.169 0.72
N -5.351138 -0.826988 -2.182122 0.731 -0.125 -0.117 -0.34
C -4.672166 -1.803236 -1.327746 -1.244 -1.720 -0.652 1.09
C -5.624052 -3.045339 -1.047293 0.615 0.234 -0.442 -0.72
O -5.858309 -3.711706 -2.308884 -0.290 0.589 -0.374 -0.33
C -6.879605 -4.718641 -2.325283 0.640 0.714 0.800 -0.79
H -2.041952 0.601038 -5.745202 -0.103 0.527 0.617 0.09
H -3.256661 -0.294126 -6.596973 0.030 -0.315 0.049 0.35
H -2.153595 -1.108615 -5.414255 0.211 -0.233 -0.346 0.31
H -2.580184 0.853699 -3.371205 0.172 0.259 0.352 -0.82
H -2.621954 -0.856166 -3.134847 -0.146 -0.471 0.435 -0.19
H -5.120823 1.052380 -2.882086 0.593 0.388 -0.146 0.41
H -4.169508 0.640136 -1.435543 0.484 0.514 -0.203 -1.17
H -5.413126 -1.177323 -3.127375 -0.722 -0.929 -0.042 0.39
H -4.303569 -1.286310 -0.441739 -0.332 -0.284 0.324 -0.71
H -3.795107 -2.237706 -1.807433 0.300 -0.031 -0.089 -0.08
H -6.533873 -2.732565 -0.534958 -0.427 0.264 -0.410 0.60
H -5.181754 -3.790724 -0.386328 0.543 0.099 0.212 0.20
H -6.632418 -5.390370 -1.503231 -0.445 -0.430 0.025 0.28
H -6.917688 -5.263913 -3.268323 0.605 0.203 -0.039 0.24
H -7.874487 -4.289276 -2.207139 -0.089 0.154 0.335 0.30
O -1.263000 -1.453264 0.560349 0.584 -0.119 -0.651 1.29
C -0.312516 -0.420493 0.816311 0.277 -1.769 0.673 0.60
C -0.802317 0.898165 0.408557 -0.652 0.541 0.173 0.17
O -1.248767 0.783080 -0.924279 0.274 0.522 -0.580 0.93
H -1.932098 -1.426728 1.248249 -0.499 0.267 0.083 -0.66
H -0.063542 -0.445091 1.877213 0.328 0.131 0.133 -0.25
H 0.550660 -0.695641 0.210249 0.269 0.092 0.139 -0.87
H -0.010450 1.639278 0.517122 0.027 0.137 -0.403 0.37
H -1.640668 1.241712 1.014559 -0.003 -0.006 0.215 -0.43
H -1.731734 -0.044411 -0.984440 -0.203 -0.372 -0.003 -0.66
O -3.908755 3.511307 0.620386 -0.843 0.107 -1.340 -0.18
C -4.946502 4.354987 1.046035 -0.124 1.426 -0.921 -0.23
C -5.666850 5.138041 -0.165362 0.579 -0.230 1.440 -0.52
O -6.651040 6.013454 0.452574 0.858 -0.833 -0.786 -0.57
H -3.498761 3.082358 1.375045 0.638 -0.414 0.753 -0.15
H -5.695526 3.892022 1.688479 -0.524 -0.778 -0.420 0.25
H -4.527615 5.056524 1.767477 0.091 0.819 -0.318 0.29
H -6.067127 4.495918 -0.949929 -0.544 -0.572 0.532 0.31
H -4.982466 5.709089 -0.792760 0.274 0.493 0.755 0.19
H -7.215937 5.400104 0.928275 -0.363 0.168 0.112 0.34
O -2.684106 -4.700888 0.768755 -1.353 -0.140 -0.183 -0.43
C -1.493392 -4.835800 0.054410 0.216 -0.213 0.146 0.66
C -1.703201 -4.804911 -1.467931 -0.826 0.265 0.751 -0.71
O -0.537745 -4.419502 -2.111265 1.183 0.211 -0.591 -0.49
H -2.429366 -4.420038 1.650700 0.086 -0.167 0.457 -0.08
H -0.830163 -4.102266 0.512845 0.524 0.370 -1.061 -0.19
H -1.045710 -5.811793 0.241812 0.237 -0.418 0.309 0.48
H -2.490864 -4.126159 -1.795014 -0.037 0.148 0.343 -0.05
H -1.988110 -5.799073 -1.812288 -0.282 -0.171 0.102 0.43
H 0.066113 -5.162597 -2.042264 0.316 0.076 -0.163 0.31
O -3.760612 3.778730 -2.181815 0.999 1.248 -0.965 -0.33
C -2.623479 4.521813 -2.734063 -0.092 -1.560 0.615 -1.00
C -1.391941 3.562625 -2.796936 -0.166 1.480 -0.181 0.88
O -0.842944 3.275489 -1.499982 -0.594 0.769 -0.790 -0.07
H -3.599569 3.651938 -1.243951 0.122 -0.135 0.565 0.23
H -2.954283 4.962076 -3.674720 0.161 -0.681 -0.391 0.47
H -2.304999 5.408862 -2.186505 -0.265 -0.088 0.802 0.36
H -0.585709 4.096572 -3.299909 -0.037 0.046 -0.508 0.33
H -1.627984 2.666829 -3.371343 -0.015 -0.082 0.207 -0.72
H -1.168307 2.403489 -1.264687 -0.139 -0.500 0.057 -0.04
O 1.671241 4.451583 -1.877166 0.882 0.431 -0.276 -0.77
C 2.486147 3.378745 -1.485198 0.402 -0.287 1.522 1.18
C 3.857309 3.822316 -0.936420 -1.165 -0.196 -0.907 -0.49
O 4.595940 4.396829 -1.989107 0.706 0.154 0.173 -0.60
H 0.771195 4.118328 -1.898711 -0.395 -0.181 0.317 0.30
H 2.031204 2.859683 -0.641570 -0.391 -0.317 0.157 -0.42
H 2.626240 2.639916 -2.274262 0.170 0.018 -0.304 -0.13
H 4.377994 2.944467 -0.553853 0.174 -0.125 -0.288 -0.06
H 3.747826 4.480636 -0.074606 -0.175 0.327 -0.038 0.36
H 4.203376 5.252010 -2.179265 -0.093 0.073 -0.103 0.37
```
Forces are in eV/Å.

Output
SMILES string = COCCNCCOC.COCCNCCOC.COCCNCCOC.COCCNCCOC.COCCNCCOC.COCCNCCOC.OCCO.OCCO.OCCO.OCCO.OCCO
HOMO energy = -8.44 eV
DFT total energy = -103620.5106 eV
HOMO-LUMO gap = 0.323 Eh
LUMO = 0.345 eV